173
Properties=species:S:1:pos:R:3:forces:R:3 method="wB97M-V/def2-TZVPD" fmax_ev_per_a=5.533 e_tot_ev=-150887.9829 total_charge=+1
C -3.48636 6.03938 4.47166 -1.437 -2.032 -0.464
C -4.26228 4.95278 4.01692 -0.116 1.563 0.990
C -3.72735 3.48307 3.66533 3.507 2.794 1.336
C -2.51418 3.24293 4.72034 -1.302 -1.342 1.496
C -3.02785 3.63108 2.22138 0.020 2.140 -0.871
C -3.72942 4.72565 1.22261 1.086 0.036 -1.029
C -2.94640 6.12387 1.19809 1.019 3.989 0.150
C -3.72650 7.45944 1.45289 3.712 0.077 -0.864
C -2.98464 8.83891 1.38331 2.061 -2.757 -0.769
C -1.45916 8.91520 1.04935 -1.597 -3.552 0.264
C -0.66338 7.60242 0.81767 -3.933 0.425 0.780
C -1.42830 6.26440 0.89082 -1.256 1.621 0.377
O -2.81970 2.45800 1.45068 -0.770 -0.038 1.675
C -3.17005 1.17122 1.95858 1.050 -1.460 -2.867
C -1.80284 0.35728 2.17712 1.381 0.032 0.043
C -0.66567 0.95780 3.11351 1.629 -0.605 -0.431
C 0.13424 2.23456 2.47786 -0.158 -0.276 0.627
Cl 1.89142 1.73052 2.07920 -1.251 0.393 0.224
C -3.65530 0.48140 0.53409 -0.999 -2.605 -3.849
C -4.25383 1.26960 -0.64993 0.393 -1.426 0.123
C -4.67038 0.66154 -2.00393 1.508 -1.395 3.547
N -4.50923 -0.72566 -2.25083 1.065 2.090 3.317
C -3.92052 -1.46922 -1.19927 0.332 0.537 1.599
C -3.45037 -1.04334 0.20629 -1.776 3.497 -2.639
C -4.30449 1.05818 3.11128 -0.348 -3.224 -1.198
Cl -5.75054 0.32902 2.13139 0.245 0.520 1.413
C -3.99230 -0.13648 4.13095 -0.882 -1.173 0.941
O -4.21569 -1.38213 3.38566 1.050 0.287 1.875
C -4.18702 -2.51176 4.31000 0.545 -1.661 0.990
C -2.73248 -2.81032 4.93554 0.470 1.062 0.640
C -2.60297 -2.36674 6.49731 0.220 -0.254 0.087
N -4.79564 2.38357 3.72135 -0.054 1.188 -1.182
O -5.65680 2.77503 2.68901 -0.896 1.270 -0.982
C -5.62905 2.36600 4.94511 -3.446 -0.575 4.291
C -4.97800 2.09167 6.38640 1.760 1.110 0.394
C -6.98913 1.46400 4.92525 -1.137 0.536 -0.282
C -8.10449 2.04129 5.97852 -0.369 -0.183 -0.742
C -9.57993 1.72731 5.36121 0.632 -0.114 0.594
H -2.42071 5.92994 4.86799 -1.569 0.217 -1.039
H -3.95610 7.08689 4.49224 0.760 -1.905 0.111
H -5.39406 5.15419 3.89915 2.020 -0.200 -0.312
H -2.59563 2.12397 5.00739 0.847 1.761 -0.506
H -2.68984 3.78854 5.72572 0.068 -0.808 -1.832
H -1.49024 3.55574 4.36446 -1.421 -0.644 0.085
H -1.98725 4.11882 2.38782 -1.741 -0.910 0.238
H -3.58845 4.30232 0.15252 -0.194 0.487 1.787
H -4.85478 4.81471 1.36114 1.580 0.208 -0.001
H -4.84427 7.39130 1.66479 1.726 0.289 -0.305
H -3.51989 9.83686 1.54540 0.652 -1.828 -0.237
H -0.89399 9.90898 0.96138 -1.188 -1.645 0.227
H 0.45348 7.66426 0.56088 -2.051 -0.353 0.414
H -0.83313 5.29661 0.68841 -0.985 1.674 0.307
H -1.30058 0.32421 1.13025 -1.023 0.189 1.679
H -1.91907 -0.74708 2.45037 -0.360 1.700 -0.229
H -0.90954 1.08343 4.21791 0.089 0.135 -1.562
H 0.15853 0.13748 3.11957 -1.499 1.241 0.035
H -0.29217 2.57367 1.47882 0.458 -0.367 1.546
H 0.26501 3.08675 3.23811 -0.312 -1.249 -1.405
H -4.40657 2.39977 -0.52096 0.242 -1.970 -0.189
H -5.13528 1.34887 -2.78703 0.775 -1.310 1.134
H -3.76137 -2.58962 -1.43133 -0.377 2.030 0.275
H -2.99058 -1.76758 0.94886 -0.866 0.969 -1.294
H -2.96118 -0.10727 4.62999 -1.187 0.176 -1.040
H -4.75049 -0.24352 5.00096 1.068 0.928 -1.373
H -4.51359 -3.47515 3.76721 0.297 1.943 0.406
H -4.90269 -2.37028 5.20594 0.771 0.113 -1.482
H -1.99448 -2.11834 4.37432 -0.962 -1.402 0.568
H -2.41244 -3.91510 4.83012 -0.536 1.921 0.031
H -1.51107 -2.14997 6.78523 -1.586 -0.469 -0.577
H -3.18694 -1.39535 6.71836 0.675 -1.529 -0.367
H -2.94704 -3.20955 7.20834 0.380 1.472 -1.191
H -6.30532 3.43977 2.99711 0.539 -0.208 0.392
H -6.12734 3.40101 5.13079 1.458 -1.319 -1.152
H -4.57437 3.10654 6.77388 -0.587 -1.714 -0.523
H -4.08072 1.38919 6.40373 -1.296 0.808 -0.190
H -5.69931 1.72624 7.18778 0.587 0.437 -1.573
H -7.54785 1.53983 3.91541 1.327 -0.433 1.492
H -6.82035 0.38181 5.23856 -0.014 1.385 -0.849
H -7.98584 1.50476 6.98996 -0.240 1.083 -1.493
H -8.03760 3.18203 6.09235 0.166 -1.622 0.077
H -9.59843 0.61624 5.08255 -0.273 1.607 0.379
H -9.80837 2.36142 4.43974 0.516 -0.888 1.177
H -10.38346 1.96997 6.13921 1.152 -0.530 -1.097
C 1.77047 3.57899 -1.60668 0.295 -0.913 0.271
C 1.17862 4.00330 -2.91570 -0.064 -0.524 -0.731
O 0.75649 5.33741 -2.65722 0.223 0.391 0.642
C 1.50573 5.80161 -1.62243 -0.020 0.798 0.166
O 1.51916 6.94390 -1.25574 0.064 -0.856 -0.289
O 2.23386 4.80399 -1.05179 -0.368 0.618 -0.226
H 2.59131 2.87098 -1.72989 -0.118 0.236 0.107
H 1.02564 3.14516 -0.93085 -0.049 0.061 0.026
H 1.91365 4.01403 -3.72309 -0.095 -0.027 0.126
H 0.33438 3.37941 -3.21398 -0.027 0.274 0.001
C 5.10102 -1.58613 3.22184 0.620 0.570 0.287
C 3.77643 -1.27942 2.59217 -0.332 0.826 -0.104
O 3.42061 -2.50902 1.97655 0.302 -0.481 0.170
C 4.08779 -3.49428 2.63657 -0.063 -0.953 -0.079
O 3.88565 -4.66478 2.48396 0.104 0.840 0.140
O 5.00973 -2.97826 3.49409 -0.512 -0.303 -0.357
H 5.26782 -1.02074 4.13979 0.030 -0.235 -0.020
H 5.93919 -1.41252 2.54083 -0.064 -0.030 0.027
H 3.01203 -1.01953 3.33039 0.052 -0.017 -0.039
H 3.84128 -0.47980 1.85306 -0.113 -0.207 -0.034
C 6.10083 3.10235 -5.07202 0.855 0.112 -0.649
C 4.96186 4.06952 -5.14499 0.179 1.139 -0.478
O 3.88423 3.33829 -4.57193 0.250 -0.680 0.659
C 4.43035 2.38652 -3.76872 -0.064 -0.407 0.168
O 3.80435 1.69894 -3.00576 0.398 0.425 -0.494
O 5.77529 2.30866 -3.93756 -0.894 -0.098 0.372
H 7.06205 3.60042 -4.93592 -0.088 -0.153 0.207
H 6.15750 2.45519 -5.95007 -0.077 0.076 0.122
H 5.13976 4.96884 -4.54700 -0.034 -0.123 0.123
H 4.73163 4.36369 -6.16672 -0.123 -0.115 0.287
C 4.33857 -0.59313 -7.67330 0.160 -1.118 0.291
C 3.75724 -0.18949 -8.99265 -0.143 -0.615 -0.704
O 3.35217 1.15472 -8.76409 0.374 0.469 0.688
C 4.10495 1.63016 -7.73736 -0.180 0.532 -0.010
O 4.13538 2.78025 -7.39480 -0.093 -1.007 -0.559
O 4.81729 0.63631 -7.14293 -0.285 0.826 -0.259
H 5.15134 -1.31313 -7.77888 -0.012 0.169 0.104
H 3.58690 -1.00281 -6.99223 0.026 0.065 -0.028
H 4.49625 -0.20498 -9.79879 -0.040 0.035 0.070
H 2.90703 -0.80914 -9.28048 0.008 0.229 0.026
C 2.19275 -4.73571 -6.84499 -0.925 -0.146 -0.085
C 3.07315 -5.17223 -5.71771 -0.665 -0.288 0.912
O 4.36621 -5.19975 -6.31071 0.080 0.765 -0.687
C 4.33667 -4.35512 -7.37736 0.690 0.355 -0.503
O 5.30948 -4.01500 -8.00120 -0.974 -0.292 0.651
O 3.06431 -3.94418 -7.64690 0.931 -0.077 0.069
H 1.33907 -4.14863 -6.50327 0.192 0.102 -0.120
H 1.82921 -5.57661 -7.44296 0.076 0.065 -0.026
H 3.07841 -4.45946 -4.89135 -0.043 -0.071 -0.203
H 2.80129 -6.15610 -5.33451 0.269 0.080 -0.041
C 6.12294 -4.29796 -1.80993 0.754 0.263 0.293
C 4.87286 -3.52473 -2.09763 -0.201 0.925 0.191
O 4.15871 -4.38269 -2.97719 0.331 -0.704 0.203
C 4.60747 -5.65200 -2.74954 -0.434 -1.072 -0.359
O 4.10112 -6.64443 -3.20216 0.535 1.122 0.464
O 5.70240 -5.64824 -1.94209 -0.610 -0.067 -0.387
H 6.50936 -4.10818 -0.80743 -0.039 -0.230 -0.074
H 6.91445 -4.10136 -2.53893 -0.067 -0.019 0.021
H 4.26906 -3.35625 -1.20095 0.017 -0.057 -0.041
H 5.07682 -2.56403 -2.57305 -0.172 -0.147 -0.101
C -0.94863 -0.79501 -2.57306 -0.632 -0.019 0.509
C -0.49168 0.37508 -3.38916 -0.287 0.701 -0.098
O 0.78513 -0.03899 -3.85640 0.065 -0.656 0.031
C 0.79644 -1.40012 -3.83817 0.706 -0.473 -0.381
O 1.65872 -2.07586 -4.32598 -0.657 0.476 0.317
O -0.29730 -1.89445 -3.19591 0.549 0.222 -0.355
H -2.03030 -0.92100 -2.59558 0.230 -0.139 -0.090
H -0.61929 -0.73283 -1.53110 0.024 -0.003 -0.036
H -1.13958 0.56350 -4.25034 0.026 -0.034 0.050
H -0.41224 1.28963 -2.79885 0.166 -0.097 -0.104
C 7.29734 -7.42373 -7.49608 0.500 0.572 0.358
C 5.84802 -7.71995 -7.25975 -0.580 0.367 0.601
O 5.46057 -8.39566 -8.44917 0.522 -0.224 -0.314
C 6.58816 -8.93400 -8.98982 -0.011 -0.753 -0.874
O 6.59658 -9.70697 -9.90436 0.001 0.634 0.742
O 7.70445 -8.48045 -8.35558 -0.459 -0.259 -0.229
H 7.87989 -7.42723 -6.57345 0.059 -0.135 -0.180
H 7.45140 -6.47039 -8.01014 -0.060 -0.051 0.020
H 5.69068 -8.38721 -6.40662 0.045 -0.001 -0.049
H 5.25588 -6.81488 -7.11563 0.165 -0.478 -0.186
C 1.72033 -5.83216 4.84221 0.376 -0.011 -0.888
C 2.30748 -6.52826 6.03132 0.679 -0.594 0.000
O 1.69946 -5.85616 7.12740 -0.641 0.396 -0.195
C 0.53815 -5.31432 6.67129 -0.540 0.275 0.642
O -0.30078 -4.82196 7.37274 0.564 -0.279 -0.584
O 0.44991 -5.40309 5.31625 -0.145 0.052 0.688
H 1.61050 -6.49493 3.98297 -0.136 0.172 0.064
H 2.29940 -4.95504 4.54183 -0.032 -0.105 0.020
H 2.03796 -7.58762 6.07203 -0.016 0.083 0.010
H 3.39375 -6.43758 6.07320 -0.149 0.061 0.167